C14H14ClI2N2O4RuSSe3Te | ωB97M-V/def2-TZVPD

Last column: Mulliken spin population.
Atoms and positions in Å:
Ru (0.744, 1.216, 0.021)  0.011
I (-3.370, -1.924, -5.456)  0.000
C (-1.952, -0.882, -4.316)  0.000
C (-0.612, -0.927, -4.677)  0.000
C (0.311, -0.246, -3.913)  0.000
I (2.334, -0.332, -4.393)  -0.001
C (-0.041, 0.497, -2.758)  0.006
O (0.846, 1.116, -2.064)  -0.001
C (-1.434, 0.549, -2.457)  0.000
C (-1.882, 1.388, -1.294)  -0.001
N (-1.281, 0.904, -0.035)  0.000
C (-1.803, 1.541, 1.183)  0.000
C (-0.950, 1.079, 2.331)  0.000
C (-1.455, 0.488, 3.474)  0.000
C (-0.570, 0.054, 4.452)  0.001
C (0.787, 0.225, 4.247)  -0.001
C (1.219, 0.798, 3.060)  0.001
N (0.372, 1.213, 2.119)  0.000
C (-2.358, -0.151, -3.212)  0.000
H (-0.287, -1.501, -5.534)  0.000
H (-2.977, 1.368, -1.217)  -0.001
H (-1.546, 2.420, -1.412)  0.000
H (-1.399, -0.116, 0.011)  0.000
H (-2.866, 1.334, 1.351)  0.000
H (-1.648, 2.614, 1.045)  0.000
H (-2.524, 0.362, 3.583)  0.000
H (-0.938, -0.422, 5.353)  0.000
H (1.519, -0.097, 4.974)  0.000
H (2.272, 0.939, 2.847)  0.004
H (-3.406, -0.112, -2.939)  0.000
Se (3.711, 0.734, -0.150)  0.380
Se (5.699, -0.161, -0.578)  0.498
Te (5.660, 1.914, 3.064)  0.041
Se (3.923, 2.528, 1.362)  0.071
Cl (0.441, 3.591, -0.208)  0.000
C (0.968, -3.475, 0.739)  0.001
S (0.406, -2.070, -0.221)  -0.004
O (-1.057, -2.107, -0.188)  0.000
O (0.906, -0.917, 0.576)  -0.005
O (1.001, -2.198, -1.528)  0.000
H (0.118, -3.895, 1.271)  0.000
H (1.728, -3.132, 1.436)  -0.001
H (1.390, -4.205, 0.053)  0.000

The total charge is -2. The value obtained for the energy is -271393.166 eV. Its expectation value of S² is 0.759. The value obtained for the max |F| is 0.6 eV Å⁻¹. The frontier orbital gap (alpha / beta) is 4.8 / 4.8 eV. Its spin multiplicity is 2. The energy above the lowest of the compared OMol25 structures with the same formula, charge and spin is 0.0 kJ/mol. The HOMO energy (alpha / beta) comes out at -1.3 / -1.3 eV.

C6H10NO | ωB97M-V/def2-TZVPD

Last column: Mulliken charge in e.
Atoms and positions in Å:
C (0.293, -1.061, 1.079)  -1.281
C (-0.023, 0.280, 0.388)  0.202
C (-1.288, 1.038, 0.785)  -1.341
N (-0.062, 0.040, -1.084)  0.169
C (-0.052, 1.168, -2.267)  -0.627
C (1.024, 0.572, -2.851)  -0.138
C (1.133, -0.144, -1.667)  0.439
O (2.171, -0.236, -0.938)  -0.396
H (-0.374, -1.873, 0.824)  0.375
H (1.272, -1.399, 1.022)  0.402
H (-0.005, -0.919, 2.098)  0.384
H (0.814, 0.883, 0.365)  0.299
H (-2.102, 0.360, 0.736)  0.435
H (-1.385, 2.096, 0.360)  0.331
H (-1.135, 1.174, 1.793)  0.457
H (-0.883, -0.566, -1.342)  0.469
H (1.609, 0.496, -3.778)  0.414
H (3.074, -0.103, -1.291)  0.409

The total charge is +1. The value obtained for the energy is -9909.633 eV. The value obtained for the max |F| is 4.1 eV Å⁻¹. The frontier orbital gap is 9.7 eV. As for the structure (SMILES): CC(C)[N@H+]1C2=C[C@]21O. The energy above the lowest of the compared OMol25 structures with the same formula, charge and spin is 459.3 kJ/mol. The HOMO energy comes out at -14.3 eV.

C5H7NO3 | ωB97M-V/def2-TZVPD

Last column: Mulliken charge in e.
Atoms and positions in Å:
C (-1.766, 0.987, -0.577)  -1.356
C (-0.682, 0.271, 0.170)  1.177
C (-0.288, -1.093, -0.230)  0.277
O (-0.982, -1.929, -0.772)  -0.552
C (1.243, -1.305, 0.063)  0.463
N (2.102, -0.946, -0.943)  -0.407
O (1.548, -2.000, 1.018)  -0.581
C (-0.157, 0.835, 1.472)  -0.644
O (0.616, 1.113, 0.310)  -0.479
H (-1.354, 1.682, -1.314)  0.299
H (-2.399, 1.557, 0.113)  0.356
H (-2.426, 0.287, -1.096)  0.364
H (3.083, -1.127, -0.778)  0.250
H (1.870, -0.171, -1.550)  0.236
H (-0.689, 1.674, 1.909)  0.320
H (0.280, 0.166, 2.207)  0.279

The value obtained for the energy is -12929.652 eV. The value obtained for the max |F| is 2.6 eV Å⁻¹. The frontier orbital gap is 10.1 eV. As for the structure (SMILES): C[C@]1(C(=O)C(N)=O)CO1. The energy above the lowest of the compared OMol25 structures with the same formula, charge and spin is 244.3 kJ/mol. The HOMO energy comes out at -9.6 eV.

C13H22BFNO10Si2 | ωB97M-V/def2-TZVPD

Last column: Mulliken charge in e.
Atoms and positions in Å:
C (-3.532, 2.796, 5.089)  -1.128
C (-4.046, 2.690, 3.659)  -0.526
N (-3.123, 2.089, 2.655)  0.112
C (-2.729, 3.087, 1.652)  -0.824
C (-1.894, 2.510, 0.499)  -0.587
Si (-0.450, 3.652, 0.183)  0.394
O (0.389, 3.210, -1.190)  -0.238
Si (2.039, 3.497, -1.189)  0.356
C (2.938, 1.931, -0.675)  -0.779
C (2.064, 0.678, -0.908)  -0.103
C (2.860, -0.613, -0.705)  -0.423
F (2.738, -1.433, -1.815)  -0.276
C (-2.000, 1.444, 3.214)  0.536
C (-2.273, 0.121, 3.890)  -1.383
O (-0.867, 1.881, 3.120)  -0.551
H (-2.553, 3.259, 5.159)  0.337
H (-3.555, 1.838, 5.599)  0.251
H (-4.226, 3.434, 5.637)  0.405
H (-4.971, 2.116, 3.680)  0.279
H (-4.283, 3.692, 3.317)  0.436
H (-2.223, 3.943, 2.118)  0.389
H (-3.651, 3.482, 1.234)  0.398
H (-1.561, 1.496, 0.693)  0.394
H (-2.508, 2.454, -0.399)  0.527
H (-0.990, 5.019, -0.018)  -0.260
H (0.449, 3.599, 1.354)  -0.084
H (2.370, 4.599, -0.256)  -0.167
H (2.391, 3.884, -2.572)  -0.203
H (3.124, 1.995, 0.397)  0.348
H (3.884, 1.842, -1.205)  0.472
H (1.270, 0.714, -0.167)  -0.087
H (1.620, 0.674, -1.898)  0.379
H (2.484, -1.183, 0.141)  0.288
H (3.917, -0.385, -0.584)  0.257
H (-1.491, -0.576, 3.612)  0.420
H (-3.250, -0.263, 3.622)  0.333
H (-2.220, 0.265, 4.966)  0.294
B (1.837, -5.645, -3.995)  1.040
O (0.996, -6.799, -4.384)  -0.498
C (1.654, -7.546, -5.258)  0.588
O (1.252, -8.551, -5.768)  -0.605
C (3.024, -6.895, -5.501)  0.601
O (3.876, -7.305, -6.234)  -0.608
O (3.095, -5.802, -4.757)  -0.488
O (1.172, -4.364, -4.301)  -0.529
C (1.037, -3.661, -3.183)  0.635
O (0.539, -2.580, -3.084)  -0.608
C (1.630, -4.488, -2.031)  0.636
O (1.665, -4.173, -0.877)  -0.619
O (2.084, -5.626, -2.538)  -0.531

The total charge is -1. The value obtained for the energy is -54962.146 eV. The value obtained for the max |F| is 1.0 eV Å⁻¹. The frontier orbital gap is 8.9 eV. The HOMO energy comes out at -6.8 eV.

C4H8N2O | ωB97M-V/def2-TZVPD

Last column: Mulliken charge in e.
Atoms and positions in Å:
H (0.616, 0.365, 2.568)  0.235
N (-0.233, 0.355, 1.904)  -0.835
C (0.096, 0.020, 0.773)  0.480
C (1.384, -0.513, 0.360)  -0.373
C (1.078, -0.985, -1.033)  -0.839
C (0.088, 0.169, -1.595)  -0.462
N (-0.751, 0.114, -0.361)  0.060
O (-1.897, 0.732, -0.015)  -0.517
H (2.260, 0.257, 0.260)  0.231
H (1.901, -1.320, 1.150)  0.276
H (1.988, -0.909, -1.653)  0.365
H (0.849, -1.969, -0.929)  0.383
H (-0.485, -0.175, -2.336)  0.383
H (0.752, 1.276, -1.725)  0.223
H (-1.701, 1.186, 0.950)  0.390

The value obtained for the energy is -9301.377 eV. The value obtained for the max |F| is 6.3 eV Å⁻¹. The frontier orbital gap is 9.4 eV. As for the structure (SMILES): [H]/N=C1\CCCN1O. The energy above the lowest of the compared OMol25 structures with the same formula, charge and spin is 484.0 kJ/mol. The HOMO energy comes out at -8.4 eV.

C39H35FeO4P2S2 | ωB97M-V/def2-TZVPD

Last column: Mulliken spin population.
Atoms and positions in Å:
Fe (1.710, -1.508, 0.113)  3.756
C (-2.036, 0.250, 4.571)  0.003
C (-2.683, 0.141, 3.213)  -0.001
C (-4.004, 0.576, 3.084)  0.001
C (-4.736, 0.388, 1.922)  0.000
C (-4.148, -0.255, 0.845)  0.002
C (-2.823, -0.649, 0.939)  0.015
C (-2.062, -0.446, 2.094)  -0.003
P (-0.354, -1.150, 1.915)  -0.046
C (0.626, -0.366, 3.244)  -0.026
C (1.179, -1.128, 4.266)  -0.010
C (2.050, -0.558, 5.183)  0.001
C (2.383, 0.783, 5.071)  0.000
C (1.833, 1.550, 4.053)  0.003
C (0.953, 0.998, 3.127)  -0.006
C (0.355, 1.855, 2.037)  0.013
C (-0.705, -2.873, 2.335)  0.063
C (-1.959, -3.340, 2.742)  -0.007
C (-2.298, -4.677, 2.631)  0.012
C (-1.386, -5.553, 2.033)  0.000
C (-0.140, -5.119, 1.640)  0.007
C (0.276, -3.778, 1.836)  -0.049
C (1.590, -3.321, 1.523)  0.110
H (-2.796, 0.439, 5.331)  0.000
H (-1.297, 1.053, 4.615)  -0.001
H (-1.522, -0.677, 4.824)  -0.001
H (-4.481, 1.043, 3.941)  0.000
H (-5.768, 0.716, 1.871)  0.000
H (-4.717, -0.450, -0.058)  0.000
H (-2.354, -1.173, 0.112)  -0.003
H (0.922, -2.180, 4.337)  0.001
H (2.473, -1.163, 5.978)  0.000
H (3.086, 1.230, 5.764)  0.000
H (2.109, 2.597, 3.960)  0.000
H (0.811, 2.848, 2.027)  0.000
H (-0.726, 1.972, 2.170)  0.001
H (0.521, 1.389, 1.059)  -0.005
H (-2.696, -2.644, 3.128)  0.002
H (-3.271, -5.024, 2.957)  0.001
H (-1.667, -6.590, 1.878)  0.000
H (0.562, -5.810, 1.185)  0.000
H (2.312, -4.046, 1.163)  0.005
H (2.031, -2.574, 2.187)  -0.028
O (3.063, -0.990, -1.716)  0.039
S (4.061, -1.108, -0.615)  -0.021
O (3.888, -2.456, -0.039)  0.038
O (5.409, -0.762, -1.007)  -0.002
S (3.345, 0.104, 0.868)  0.085
O (0.393, -0.283, -1.328)  0.022
P (0.463, 0.717, -2.457)  0.021
C (-0.545, 2.181, -2.083)  0.001
C (-1.652, 2.000, -1.257)  0.001
C (-2.414, 3.088, -0.858)  0.000
C (-2.076, 4.365, -1.290)  0.000
C (-0.983, 4.550, -2.125)  0.000
C (-0.216, 3.462, -2.519)  0.000
C (2.015, 1.445, -2.989)  0.003
C (2.690, 2.285, -2.109)  -0.005
C (3.921, 2.808, -2.465)  0.001
C (4.462, 2.522, -3.711)  0.000
C (3.773, 1.712, -4.604)  0.001
C (2.550, 1.169, -4.245)  0.000
C (-0.250, -0.045, -3.930)  0.003
C (-0.226, -1.436, -4.004)  -0.010
C (-0.783, -2.079, -5.101)  0.000
C (-1.366, -1.336, -6.119)  0.000
C (-1.383, 0.053, -6.049)  0.000
C (-0.826, 0.699, -4.956)  0.000
H (-1.883, 1.005, -0.910)  0.000
H (-3.260, 2.941, -0.199)  0.000
H (-2.654, 5.220, -0.962)  0.000
H (-0.717, 5.546, -2.458)  0.000
H (0.650, 3.608, -3.156)  0.000
H (2.271, 2.495, -1.135)  0.002
H (4.471, 3.412, -1.755)  0.000
H (5.432, 2.921, -3.982)  0.000
H (4.201, 1.485, -5.573)  0.000
H (2.028, 0.510, -4.928)  0.000
H (0.242, -1.993, -3.201)  0.010
H (-0.764, -3.161, -5.161)  0.000
H (-1.813, -1.839, -6.969)  0.000
H (-1.834, 0.629, -6.849)  0.000
H (-0.836, 1.783, -4.900)  0.000

The total charge is -1. The value obtained for the energy is -123840.622 eV. Its expectation value of S² is 6.014. The value obtained for the max |F| is 1.2 eV Å⁻¹. The frontier orbital gap (alpha / beta) is 6.1 / 6.5 eV. Its spin multiplicity is 5. The energy above the lowest of the compared OMol25 structures with the same formula, charge and spin is 61.0 kJ/mol. The HOMO energy (alpha / beta) comes out at -3.8 / -4.2 eV.

C4H4 | ωB97M-V/def2-TZVPD

Last column: Mulliken charge in e.
Atoms and positions in Å:
C (-1.470, 0.543, -0.271)  -0.684
C (-0.078, -0.007, 0.001)  0.083
C (0.985, -0.669, 0.836)  -0.273
C (1.330, -0.066, -0.318)  -0.215
H (-1.624, 1.169, -1.172)  0.258
H (-2.271, 0.016, 0.417)  0.184
H (1.144, -1.223, 1.735)  0.350
H (1.985, 0.236, -1.230)  0.298

The value obtained for the energy is -4207.875 eV. The value obtained for the max |F| is 6.2 eV Å⁻¹. The frontier orbital gap is 8.7 eV. As for the structure (SMILES): C=C1C=C1. The energy above the lowest of the compared OMol25 structures with the same formula, charge and spin is 220.3 kJ/mol. The HOMO energy comes out at -7.6 eV.

C9H11NO3 | ωB97M-V/def2-TZVPD

Last column: Mulliken charge in e.
Atoms and positions in Å:
C (3.618, 0.173, -0.425)  -0.562
C (1.412, 0.285, 1.079)  0.502
C (-0.785, 0.635, 0.119)  0.783
C (-1.236, 1.878, 0.443)  -0.680
C (-2.686, 1.730, 0.845)  -0.246
C (-3.429, 0.652, 0.555)  -0.414
C (-2.806, -0.570, 0.082)  -0.466
C (-1.434, -0.583, -0.270)  0.299
C (-0.094, -2.012, -1.737)  -0.553
H (3.563, 1.164, -0.843)  0.254
H (4.775, -0.211, 0.079)  0.248
H (3.351, -0.596, -1.285)  0.189
H (3.347, 0.457, 2.126)  0.337
H (-0.811, 2.859, 0.415)  0.426
H (-2.984, 2.537, 1.628)  0.254
H (-4.476, 0.608, 1.030)  0.255
H (-3.504, -1.489, 0.123)  0.294
H (-0.904, -3.206, -2.640)  0.236
H (1.248, -2.528, -1.458)  0.184
H (0.000, -0.851, -2.243)  0.257
N (2.738, 0.056, 0.831)  -0.370
O (0.977, 0.193, 2.157)  -0.546
O (0.720, 0.458, -0.172)  -0.352
O (-0.598, -1.639, -0.437)  -0.329

The value obtained for the energy is -17133.997 eV. The value obtained for the max |F| is 5.8 eV Å⁻¹. The frontier orbital gap is 9.2 eV. The energy above the lowest of the compared OMol25 structures with the same formula, charge and spin is 1038.5 kJ/mol. The HOMO energy comes out at -9.1 eV.